No. 1
H2N3O as an isolated structure. Source: OMol25; level of theory: ωB97M-V/def2-TZVPD.

```
6
Properties=species:S:1:pos:R:3:forces:R:3
N -0.367 -1.054 0.745 -0.1 -0.3 0.3
N -0.817 0.474 -0.801 -1.8 1.2 -1.7
N -0.098 -0.067 0.017 5.3 1.3 1.1
O 1.469 0.647 0.097 -3.8 -2.0 0.1
H 0.503 -1.175 1.229 0.4 -0.4 0.5
H -0.236 1.225 -1.151 0.0 0.2 -0.2
```
Positions in Å, forces in eV/Å.

Output
E, hartree: -240.5812
ΔE to the lowest compared entry with this formula, charge and spin, kcal per mole: 69.5
Net charge: -1
Kohn-Sham gap, Ha: 0.35283
Spin multiplicity: 1

***

No. 2
A 15-piece molecular cluster, C15H60O15 overall. Source: OMol25; level of theory: ωB97M-V/def2-TZVPD.

```
90
Properties=species:S:1:pos:R:3:forces:R:3
C -9.557 -23.142 -22.667 -2.1 -1.5 0.7
O -9.859 -21.879 -23.209 0.0 -0.1 0.7
H -9.719 -23.396 -21.577 0.6 1.5 -0.6
H -8.634 -23.558 -22.981 1.1 -0.1 -0.3
H -10.345 -23.772 -23.047 -0.1 -0.7 -0.6
H -9.029 -21.491 -23.473 0.6 0.6 -0.1
C -12.303 -21.665 -20.735 0.1 -1.9 -3.8
O -12.000 -20.752 -21.792 -0.2 -0.7 0.5
H -11.542 -22.360 -20.488 1.3 -0.4 0.1
H -13.157 -22.295 -20.935 -0.6 0.0 -0.4
H -12.498 -21.135 -19.936 -1.1 2.5 4.3
H -11.506 -21.276 -22.426 0.5 0.3 -0.5
C -12.280 -17.776 -20.480 1.1 0.3 -1.0
O -13.234 -18.671 -20.093 -1.5 -1.9 -0.5
H -11.823 -18.076 -21.474 -0.4 0.9 0.9
H -11.550 -17.819 -19.706 1.3 0.4 0.3
H -12.691 -16.772 -20.443 -0.1 0.2 -0.5
H -12.797 -19.530 -20.266 -0.9 0.8 0.3
C -8.845 -18.635 -21.699 0.9 3.2 -1.2
O -8.740 -18.150 -20.364 0.6 -0.5 -0.4
H -9.273 -17.836 -22.358 0.3 -0.7 0.6
H -9.479 -19.431 -21.808 -1.6 -2.3 0.1
H -7.856 -18.829 -22.113 0.0 -0.4 0.2
H -9.219 -17.323 -20.358 -0.5 0.7 0.4
C -10.711 -20.020 -18.440 2.5 -1.1 1.3
O -11.901 -19.586 -17.976 -1.9 0.3 1.3
H -10.617 -21.120 -18.449 0.0 0.1 1.1
H -9.826 -19.523 -17.962 -0.6 -0.8 -0.3
H -10.631 -19.905 -19.455 0.4 1.2 -3.0
H -11.801 -18.766 -17.475 -0.2 -0.2 0.1
C -9.736 -15.066 -21.734 -2.6 0.1 -0.4
O -9.918 -15.757 -20.506 -1.4 0.8 0.3
H -10.283 -14.105 -21.928 0.2 -0.9 0.8
H -9.968 -15.703 -22.561 -0.4 -0.5 -0.2
H -8.748 -14.900 -21.745 3.8 1.2 -0.7
H -10.173 -15.091 -19.848 0.3 -0.5 0.1
C -7.578 -17.864 -17.145 0.2 0.7 -0.4
O -6.621 -18.928 -17.040 -0.3 0.0 0.0
H -8.562 -18.124 -16.685 0.8 0.1 -0.3
H -7.757 -17.542 -18.235 0.4 -1.0 1.7
H -7.115 -16.991 -16.629 -0.7 -0.2 -0.2
H -6.491 -19.127 -16.096 -0.1 0.1 -0.6
C -8.130 -21.353 -20.538 1.8 -1.3 -0.8
O -7.725 -20.495 -19.529 0.0 0.4 0.3
H -7.879 -22.402 -20.269 0.5 0.7 -0.2
H -7.706 -21.042 -21.516 0.3 -0.6 0.3
H -9.140 -21.437 -20.783 -2.3 0.6 0.3
H -7.911 -19.589 -19.833 -0.1 -0.2 0.6
C -11.412 -18.877 -24.491 1.8 -0.4 -1.1
O -11.258 -17.658 -23.842 -1.9 0.9 1.0
H -10.569 -19.466 -24.089 -0.2 -0.7 -0.7
H -11.262 -18.676 -25.599 -0.4 -0.8 0.9
H -12.321 -19.477 -24.303 0.1 1.0 0.1
H -10.465 -17.211 -24.161 0.1 -0.1 -0.1
C -7.187 -14.280 -17.837 -0.5 1.6 -0.8
O -8.181 -15.041 -18.535 0.9 0.3 0.0
H -6.608 -13.586 -18.533 -0.6 -0.9 0.8
H -6.525 -14.861 -17.237 0.7 -0.8 0.1
H -7.712 -13.653 -17.109 -0.1 0.0 -0.3
H -7.737 -15.464 -19.288 -0.4 0.0 0.3
C -10.635 -16.618 -17.294 3.2 2.2 0.2
O -11.300 -17.312 -16.292 -2.6 -0.6 0.2
H -11.027 -15.608 -17.561 -0.3 -0.9 0.1
H -10.263 -17.128 -18.207 -1.0 -0.3 0.7
H -9.738 -16.414 -16.694 0.7 0.8 -1.2
H -11.847 -16.632 -15.863 0.1 -0.8 0.0
C -5.056 -19.397 -20.792 0.9 1.6 -0.2
O -4.592 -19.747 -19.560 0.9 -1.0 1.4
H -5.554 -20.152 -21.362 -0.1 -0.8 -0.5
H -4.143 -18.986 -21.200 0.1 -0.2 -1.4
H -5.705 -18.548 -20.710 -0.9 0.7 -0.1
H -5.308 -19.746 -18.946 -1.0 -0.3 1.0
C -7.663 -19.718 -25.094 1.4 0.3 -4.0
O -7.469 -20.606 -24.126 2.0 -2.6 3.8
H -8.565 -19.964 -25.626 -0.3 -0.2 -0.5
H -6.746 -19.836 -25.752 -1.3 0.8 -0.2
H -7.752 -18.725 -24.793 -0.1 1.9 0.9
H -6.493 -20.634 -23.926 -1.8 -0.2 0.0
C -5.703 -17.279 -23.502 -1.8 -0.8 -0.9
O -6.967 -16.798 -22.933 1.4 -0.6 -0.2
H -5.961 -17.236 -24.587 1.0 0.2 0.7
H -5.418 -18.365 -23.297 -0.6 1.4 0.3
H -4.941 -16.600 -23.176 0.7 0.1 -0.3
H -6.834 -16.761 -21.985 -0.3 0.0 0.4
C -8.804 -16.572 -25.973 -2.1 0.8 -1.6
O -9.094 -16.478 -24.621 -0.9 0.3 0.4
H -9.187 -15.679 -26.575 0.1 -1.2 0.7
H -9.175 -17.532 -26.401 0.2 0.7 0.2
H -7.783 -16.503 -26.030 2.7 -0.2 -0.9
H -8.311 -16.215 -24.147 0.4 -0.1 0.7
```
Positions in Å, forces in eV/Å.

Output
E, hartree: -1735.6867
ΔE to the lowest compared entry with this formula, charge and spin, kcal per mole: 251.0
Kohn-Sham gap, Ha: 0.30914
Spin multiplicity: 1

***

No. 3
One molecule with the formula C22H25N5O6S. Source: OMol25; level of theory: ωB97M-V/def2-TZVPD.

```
59
Properties=species:S:1:pos:R:3:forces:R:3
C -2.888 -1.395 -2.576 0.3 -0.2 0.1
N -3.154 0.010 -2.264 0.6 0.1 0.8
C -4.334 0.546 -2.926 0.0 0.1 -0.5
C -4.706 1.865 -2.326 -0.5 0.2 0.3
C -3.488 2.745 -2.440 -1.0 0.1 -0.7
N -2.389 2.140 -1.749 1.0 -0.8 0.6
C -1.266 3.065 -1.623 0.7 0.1 0.5
C -2.269 0.792 -1.618 -0.8 0.1 0.1
C -1.100 0.204 -0.849 2.4 1.1 -0.3
H -2.606 -1.988 -1.700 0.1 0.2 -0.2
H -3.795 -1.826 -3.007 0.2 0.1 0.2
H -2.104 -1.436 -3.343 -0.1 -0.2 0.2
H -4.105 0.658 -3.985 0.0 0.1 -0.3
H -5.138 -0.179 -2.880 -0.1 -0.2 0.3
H -5.579 2.303 -2.832 0.4 -0.1 0.1
H -4.963 1.723 -1.268 0.1 0.1 -0.1
H -3.232 2.877 -3.497 0.0 0.1 -0.1
H -3.689 3.743 -2.051 0.2 -0.1 0.3
H -0.615 2.845 -0.759 -0.4 0.1 -0.5
H -0.659 3.026 -2.546 -0.1 0.1 0.3
H -1.660 4.087 -1.507 0.1 -0.5 0.0
H -0.685 1.001 -0.148 0.5 0.2 -2.5
H -0.383 -0.376 -1.599 -1.4 1.6 1.6
C 6.038 0.345 -0.973 0.2 0.2 -0.1
C 4.786 -0.425 -0.701 0.0 -0.5 0.2
C 4.824 -1.670 -0.062 -0.8 -0.1 -0.2
C 3.646 -2.404 0.141 0.0 0.3 0.1
C 2.425 -1.880 -0.294 0.4 -0.1 0.4
S 0.856 -2.628 0.116 -1.1 1.8 0.8
O 0.061 -2.736 -1.070 -0.1 -0.5 -0.7
O 1.012 -3.724 1.033 0.2 0.7 -0.7
N 0.079 -1.289 0.880 1.6 -1.5 -1.3
C 0.523 -0.956 2.175 -0.9 0.5 1.9
C 1.521 -1.493 2.992 0.2 0.4 -0.6
C 1.661 -0.958 4.295 -1.6 1.8 -0.2
N 2.907 -1.107 4.987 2.0 -0.3 1.1
O 3.053 -0.544 6.098 -0.3 -1.0 -1.9
O 3.834 -1.762 4.447 -1.8 1.0 0.8
C 0.689 -0.038 4.851 1.6 -1.2 -0.4
C -0.417 0.326 4.107 -0.2 -0.2 -0.8
C -0.452 -0.057 2.735 0.0 -0.8 0.4
C -1.450 0.096 1.732 -1.5 1.1 -0.3
N -2.614 0.812 1.815 -0.1 0.3 0.3
O -2.958 1.480 2.836 0.6 -1.0 -1.3
O -3.340 0.781 0.758 0.1 0.2 0.5
C -1.202 -0.631 0.424 -1.6 -3.6 1.5
C 2.392 -0.642 -0.925 0.0 0.2 -0.1
C 3.557 0.085 -1.106 -0.1 -0.3 -0.1
H 5.790 1.307 -1.435 0.2 -0.1 0.1
H 6.608 0.526 -0.057 -0.1 0.0 -0.1
H 6.690 -0.199 -1.665 -0.1 0.0 0.1
H 5.767 -2.064 0.288 0.0 -0.1 0.0
H 3.657 -3.353 0.672 0.1 0.2 -0.1
H 2.237 -2.252 2.650 -0.4 0.5 0.2
H 0.905 0.355 5.852 -0.3 -0.3 -0.5
H -1.280 0.830 4.560 0.6 0.1 -0.4
H -1.971 -1.429 0.171 0.7 0.6 1.0
H 1.463 -0.198 -1.259 0.1 -0.2 0.2
H 3.513 1.064 -1.572 0.0 -0.1 0.0
```
Positions in Å, forces in eV/Å.

Output
E, hartree: -1976.4634
Kohn-Sham gap, Ha: 0.23888
Spin multiplicity: 1

***

No. 4
A 3-piece molecular cluster, C16H28Cl2N2O3 overall. Source: OMol25; level of theory: ωB97M-V/def2-TZVPD.

```
51
Properties=species:S:1:pos:R:3:forces:R:3
C 2.109 -1.156 0.469 -0.1 0.2 -0.1
C 1.530 -0.320 -0.675 0.2 0.0 0.2
C 0.055 0.048 -0.518 0.1 0.1 -0.2
C -1.026 -1.029 -0.834 0.0 0.0 0.0
Cl -0.313 -2.617 -1.294 0.0 0.0 0.1
C -1.807 -0.608 -2.009 0.0 -0.1 0.0
N -2.436 -0.293 -2.916 0.0 0.1 0.0
C -2.040 -1.252 0.341 -0.1 0.3 0.0
C -1.263 -1.723 1.498 -0.1 -0.1 0.0
N -0.714 -2.087 2.438 0.1 0.0 0.1
C -2.670 0.144 0.703 0.0 0.0 0.1
C -2.210 0.741 2.016 0.2 0.2 0.1
O -1.528 1.731 2.072 0.0 0.0 0.0
C -3.153 -2.283 -0.029 0.1 -0.2 0.0
C -3.381 -3.436 0.953 -0.2 -0.1 -0.1
C -2.413 -4.602 0.834 0.0 0.1 0.2
Cl -2.615 -5.443 -0.730 0.1 0.0 -0.1
H 1.768 -0.754 1.426 0.0 -0.1 0.1
H 3.196 -1.091 0.464 0.0 -0.1 -0.1
H 1.823 -2.204 0.415 0.0 0.0 0.1
H 2.069 0.628 -0.692 -0.1 0.0 -0.1
H 1.723 -0.777 -1.645 0.0 0.0 0.0
H -0.143 0.893 -1.179 0.0 0.0 0.0
H -0.089 0.424 0.495 -0.1 -0.1 0.0
H -3.753 0.042 0.759 0.0 -0.1 0.0
H -2.445 0.884 -0.064 0.0 -0.1 -0.1
H -2.535 0.248 2.948 -0.1 -0.1 0.0
H -2.922 -2.713 -1.005 0.0 0.0 0.0
H -4.095 -1.755 -0.150 0.0 0.1 0.0
H -3.376 -3.087 1.988 0.0 0.0 0.0
H -4.383 -3.828 0.765 0.0 0.0 0.0
H -2.623 -5.339 1.604 0.0 0.0 0.0
H -1.374 -4.298 0.922 0.0 0.0 -0.1
C 3.325 0.942 -5.384 0.0 0.0 0.1
C 2.454 1.504 -4.278 0.1 0.0 0.0
O 3.083 1.427 -3.000 0.0 0.0 0.0
H 3.586 -0.095 -5.171 0.0 0.0 0.0
H 2.811 0.984 -6.344 0.0 0.0 0.0
H 4.254 1.511 -5.471 0.0 0.0 0.0
H 1.534 0.927 -4.188 0.0 0.0 0.0
H 2.177 2.541 -4.496 0.0 0.0 0.0
H 3.897 1.939 -3.037 0.0 0.0 0.0
C 1.440 4.671 3.054 0.0 0.0 0.0
C 2.015 3.501 3.829 -0.1 0.0 -0.1
O 1.067 2.962 4.742 0.0 0.0 0.0
H 1.119 5.457 3.738 0.0 0.0 0.0
H 2.172 5.088 2.361 0.0 0.0 0.0
H 0.566 4.353 2.481 0.0 0.0 0.0
H 2.870 3.814 4.426 0.0 0.0 0.0
H 2.354 2.717 3.142 0.1 0.0 0.0
H 0.309 2.668 4.226 -0.1 0.0 0.0
```
Positions in Å, forces in eV/Å.

Output
E, hartree: -1882.0161
Structure (SMILES): CCC[C@](Cl)(C#N)[C@@](C#N)(CC=O)CCCCl.CCO.CCO
Kohn-Sham gap, Ha: 0.38716
Spin multiplicity: 1

***

No. 5
C33H37BF3NO2S as an isolated structure. Source: OMol25; level of theory: ωB97M-V/def2-TZVPD.

```
78
Properties=species:S:1:pos:R:3:forces:R:3
C 3.370 5.477 2.996 0.5 0.0 0.2
C 2.508 4.399 2.464 -0.4 -1.0 -1.3
C 2.363 3.965 1.154 0.1 0.5 1.1
C 1.244 3.103 0.961 -0.5 0.2 1.0
C 0.509 2.916 2.126 2.7 -0.1 -0.6
B 1.057 -1.413 2.876 -1.0 5.7 -1.9
C -0.811 2.440 2.318 -1.4 -0.6 0.1
C -1.391 2.466 3.607 0.2 -0.2 -0.7
C -2.753 2.488 3.741 -0.7 -0.4 0.0
C -3.573 2.467 2.583 0.5 0.4 0.1
N -4.902 2.726 2.691 -0.7 -0.1 -0.2
C -5.706 2.956 1.505 0.2 -0.2 0.0
C -5.547 2.832 3.981 0.1 -0.1 0.0
C -2.989 2.256 1.310 -0.5 -0.3 0.1
C -1.622 2.196 1.184 0.5 0.2 0.9
O 1.854 -1.028 1.790 0.8 -0.9 1.4
C 3.192 -0.984 2.275 0.4 -0.6 -0.9
C 3.874 -2.122 1.527 0.5 -0.6 0.1
C 3.861 0.300 1.792 0.0 0.5 0.2
C 3.045 -1.159 3.848 0.6 -0.3 0.4
C 3.604 -2.446 4.428 0.4 -0.3 0.0
C 3.617 -0.025 4.654 -0.1 0.3 0.0
O 1.617 -1.227 4.116 -0.2 -0.8 -1.0
S 1.391 3.568 3.491 -0.4 0.6 -0.7
H 3.691 6.118 2.169 0.0 -0.1 0.2
H 2.817 6.084 3.725 0.2 -0.1 -0.2
H 4.252 5.054 3.492 0.0 0.3 0.0
H 3.010 4.332 0.363 -0.2 0.0 0.0
H 0.931 2.718 -0.002 0.0 0.1 0.1
H -0.750 2.439 4.495 -0.3 0.3 -0.3
H -3.225 2.498 4.728 0.3 0.0 -0.4
H -5.272 3.758 0.877 -0.2 -0.3 0.2
H -5.787 2.038 0.890 -0.1 0.4 0.2
H -6.701 3.256 1.850 0.2 -0.1 -0.4
H -5.553 1.872 4.519 0.0 0.3 -0.1
H -5.047 3.576 4.618 -0.2 0.0 -0.1
H -6.570 3.149 3.782 0.1 0.0 0.4
H -3.640 2.132 0.438 0.4 0.0 0.4
H -1.135 1.958 0.236 -0.3 0.5 0.2
H 4.951 -2.120 1.726 -0.1 -0.2 0.0
H 3.448 -3.103 1.783 0.2 0.3 0.0
H 3.721 -2.000 0.442 0.0 0.2 0.5
H 4.942 0.284 2.023 -0.5 0.1 0.0
H 3.759 0.395 0.697 -0.1 -0.2 0.5
H 3.403 1.186 2.248 0.1 -0.1 -0.2
H 4.705 -2.447 4.397 -0.4 -0.1 -0.1
H 3.292 -2.516 5.479 0.1 0.0 -0.3
H 3.221 -3.325 3.902 0.1 0.0 0.1
H 4.712 -0.072 4.571 -0.3 0.3 0.1
H 3.232 0.932 4.297 0.2 0.0 0.2
H 3.312 -0.173 5.695 0.2 0.1 -0.1
F -5.571 0.192 6.025 0.3 -1.1 0.1
C -4.935 -1.033 5.909 -0.3 0.4 0.3
F -4.535 -1.373 7.168 -0.4 0.2 -1.0
F -5.895 -1.926 5.525 0.8 0.7 0.3
C -3.785 -0.926 4.939 0.0 0.1 0.2
C -2.482 -0.726 5.412 -0.1 0.0 -0.4
C -1.438 -0.630 4.501 -0.2 0.2 -0.1
C -1.642 -0.750 3.108 -0.7 -1.0 1.2
C -0.442 -1.068 2.303 0.1 -2.4 1.0
C -0.570 -1.490 0.871 0.2 -0.8 -0.1
C 0.131 -2.669 0.503 -0.5 0.0 -0.7
C 0.205 -3.095 -0.818 0.0 0.3 0.2
C -0.402 -2.340 -1.832 -0.2 0.2 0.2
C -1.187 -1.240 -1.467 0.1 -0.3 0.3
C -1.321 -0.844 -0.119 0.5 -0.3 -0.2
C -2.975 -0.889 2.660 0.4 0.1 0.1
C -4.033 -0.945 3.569 0.1 0.0 -0.2
H -2.285 -0.653 6.477 -0.1 -0.1 -0.1
H -0.416 -0.510 4.863 -0.3 0.0 0.0
H -0.134 -2.160 2.810 -1.4 -0.4 -0.5
H 0.588 -3.297 1.276 -0.1 0.3 -0.3
H 0.745 -4.016 -1.045 -0.1 0.3 0.0
H -0.287 -2.618 -2.886 -0.1 0.1 0.5
H -1.711 -0.681 -2.238 0.0 -0.1 0.1
H -1.989 -0.028 0.152 0.4 -0.1 -0.2
H -3.183 -1.021 1.597 0.0 0.1 0.4
H -5.055 -1.044 3.190 0.4 -0.1 0.2
```
Positions in Å, forces in eV/Å.

Output
E, hartree: -2207.5691
ΔE to the lowest compared entry with this formula, charge and spin, kcal per mole: 13.2
Kohn-Sham gap, Ha: 0.25104
Spin multiplicity: 1

***

No. 6
C5H11N3O as an isolated structure. Source: OMol25; level of theory: ωB97M-V/def2-TZVPD.

```
20
Properties=species:S:1:pos:R:3:forces:R:3
C 1.851 -0.620 -0.141 -1.4 2.0 0.8
C 1.972 -0.892 -1.613 -0.2 -0.1 -0.3
N 0.292 0.497 0.270 6.0 -1.7 -1.1
C -2.319 0.879 0.005 0.6 -2.1 -0.2
C -0.715 -0.310 0.037 -6.4 2.2 0.3
N 0.401 1.112 1.533 -0.2 -0.5 0.0
N -2.240 1.979 0.777 0.7 0.1 0.2
C -1.108 -1.537 -0.253 0.7 0.0 0.0
O -3.308 0.541 -0.610 0.9 0.0 0.4
H 0.431 0.418 2.280 0.1 0.1 0.0
H 1.249 1.672 1.555 -0.2 -0.2 -0.2
H -1.365 2.157 1.255 -0.3 0.0 0.0
H -3.056 2.549 0.963 0.2 -0.2 -0.3
H 2.608 0.068 0.235 -0.1 0.0 0.0
H 1.820 -1.508 0.489 -0.4 0.1 0.1
H -2.157 -1.734 -0.448 0.1 0.2 -0.1
H -0.413 -2.362 -0.315 0.1 -0.1 0.0
H 1.732 -0.007 -2.209 0.0 -0.1 0.1
H 2.997 -1.188 -1.880 -0.1 0.1 0.3
H 1.326 -1.714 -1.932 0.0 0.2 0.0
```
Positions in Å, forces in eV/Å.

Output
E, hartree: -436.4730
ΔE to the lowest compared entry with this formula, charge and spin, kcal per mole: 109.2
Kohn-Sham gap, Ha: 0.30864
Spin multiplicity: 1